This record from the Open Molecules 2025 dataset describes a molecular structure, C36H26Cl2F6N4O4Ru at a distorted geometry. The level of theory is ωB97M-V with the def2-TZVPD basis set.

Geometry as XYZ:
```
79
Properties=species:S:1:pos:R:3
Ru 0.731 0.124 -0.023
C 2.056 -3.215 2.873
O 2.938 -3.099 1.706
C 2.378 -2.139 0.968
N 1.387 -1.500 1.420
C 1.182 -1.946 2.805
C -0.255 -2.163 3.204
C -0.526 -2.576 4.508
C -1.835 -2.742 4.933
C -2.887 -2.497 4.057
C -2.620 -2.101 2.757
C -1.308 -1.935 2.331
C 3.002 -1.789 -0.321
C 4.175 -2.372 -0.781
C 4.720 -1.911 -1.959
C 4.047 -0.916 -2.662
C 2.875 -0.421 -2.139
N 2.370 -0.811 -0.972
C 2.092 0.571 -2.911
N 0.848 0.817 -2.782
C 0.432 1.987 -3.577
C 1.720 2.212 -4.402
O 2.708 1.281 -3.830
C 0.028 3.116 -2.658
C -1.036 3.935 -3.008
C -1.419 4.975 -2.170
C -0.751 5.184 -0.972
C 0.316 4.367 -0.620
C 0.707 3.341 -1.465
H 2.679 -3.283 3.757
H 1.468 -4.123 2.754
H 1.600 -1.150 3.429
H 0.290 -2.751 5.204
H -2.036 -3.060 5.948
H -3.910 -2.616 4.392
H -3.435 -1.918 2.066
H -1.104 -1.643 1.310
H 4.637 -3.163 -0.207
H 5.641 -2.328 -2.341
H 4.414 -0.524 -3.601
H -0.410 1.687 -4.198
H 2.116 3.215 -4.289
H 1.611 1.969 -5.454
H -1.575 3.758 -3.934
H -2.248 5.612 -2.449
H -1.060 5.983 -0.311
H 0.842 4.518 0.315
H 1.546 2.721 -1.173
Cl 2.510 1.617 4.431
C 0.880 1.681 3.845
C -0.162 2.010 4.735
C -1.458 2.076 4.317
Cl -2.719 2.489 5.443
C -1.781 1.784 2.972
C -3.075 1.809 2.404
C -3.249 1.470 1.091
C -2.142 1.055 0.331
N -0.932 1.017 0.839
C -0.723 1.417 2.126
C 0.643 1.399 2.520
O 1.569 1.119 1.628
H 0.078 2.215 5.771
H -3.918 2.098 3.018
H -4.228 1.491 0.633
H -2.242 0.744 -0.704
C -2.644 -1.559 -3.480
C -1.343 -2.023 -2.944
O -0.031 0.257 -1.943
C -1.340 -2.674 -1.603
F -0.163 -2.587 -0.974
F -2.250 -2.080 -0.816
F -1.657 -3.977 -1.695
C -0.225 -2.250 -3.905
F -0.100 -1.187 -4.729
F 0.971 -2.422 -3.320
F -0.448 -3.324 -4.669
H -3.171 -0.954 -2.743
H -3.287 -2.414 -3.721
H -2.505 -0.978 -4.389
```

## Properties
frontier orbital gap (spin up / spin down)	0.2205 / 0.2224	Eh
2S+1	2
<S²>	1.243
charge	+1
LUMO (spin up / spin down)	-0.133 / -0.135	Eh

This record from the Open Molecules 2025 dataset describes a molecular structure, C36H26N7O2W. The level of theory is ωB97M-V with the def2-TZVPD basis set.

Geometry as XYZ:
```
72
Properties=species:S:1:pos:R:3
W 0.146 -0.084 0.309
C 5.372 -1.937 -0.085
C 5.283 -0.595 -0.438
C 4.058 -0.037 -0.763
C 2.908 -0.824 -0.739
C 3.001 -2.171 -0.406
C 4.231 -2.723 -0.074
N 1.627 -0.265 -1.024
C 1.468 0.475 -2.204
C 2.277 0.400 -3.336
C 2.046 1.272 -4.388
C 1.026 2.217 -4.328
C 0.208 2.286 -3.211
C 0.432 1.418 -2.155
N -0.385 1.409 -0.987
N 0.242 1.962 0.141
C -0.728 2.236 1.141
C -1.416 3.412 1.368
C -2.302 3.433 2.430
C -2.476 2.298 3.219
C -1.768 1.156 2.914
N -0.906 1.141 1.893
H 6.331 -2.368 0.168
H 6.173 0.020 -0.457
H 3.980 1.009 -1.035
H 2.111 -2.787 -0.427
H 4.294 -3.773 0.182
H 3.068 -0.336 -3.393
H 2.669 1.213 -5.270
H 0.870 2.897 -5.154
H -0.599 3.004 -3.145
H -1.251 4.269 0.731
H -2.862 4.331 2.651
H -3.163 2.300 4.052
H -1.876 0.238 3.477
O -0.893 -3.955 1.325
C -0.792 -2.821 0.959
N 0.158 -1.866 1.344
C 1.024 -2.095 2.408
O 1.054 -3.043 3.143
C 1.980 -0.940 2.573
C 2.995 -0.983 3.502
C 3.842 0.112 3.605
C 3.633 1.205 2.777
C 2.594 1.172 1.868
N 1.781 0.115 1.769
C -1.738 -2.186 -0.038
C -2.804 -3.019 -0.605
C -3.141 -2.919 -1.895
C -2.379 -2.095 -2.816
C -1.361 -1.342 -2.400
N -1.075 -1.245 -1.013
H 3.099 -1.865 4.117
H 4.653 0.112 4.320
H 4.271 2.075 2.825
H 2.386 1.992 1.192
H -3.271 -3.733 0.059
H -3.938 -3.532 -2.293
H -2.588 -2.150 -3.875
H -0.686 -0.802 -3.047
C -1.901 -0.693 0.027
C -3.197 -0.010 -0.099
C -4.158 -0.287 0.874
C -5.388 0.349 0.847
C -5.670 1.264 -0.159
C -4.720 1.537 -1.132
C -3.482 0.909 -1.105
H -3.940 -1.017 1.647
H -6.127 0.123 1.604
H -6.633 1.757 -0.188
H -4.942 2.244 -1.921
H -2.738 1.135 -1.854
```

## Properties
frontier orbital gap	0.2315	Eh
charge	+1
LUMO	-0.157	Eh
energy relative to the best compared isomer or geometry (same formula, charge and spin)	1.041	eV

This record from the Open Molecules 2025 dataset describes a molecular structure, C36H27N5SiTi. The level of theory is ωB97M-V with the def2-TZVPD basis set.

Geometry as XYZ:
```
70
Properties=species:S:1:pos:R:3
Ti -0.953 0.108 -0.901
C -2.544 -3.805 -0.629
C -1.472 -4.642 -0.946
C -0.382 -4.112 -1.581
C -0.322 -2.741 -1.867
N -1.341 -1.922 -1.509
C -2.428 -2.475 -0.933
N 0.786 -2.320 -2.568
C 1.159 -1.100 -2.696
N 0.622 0.041 -2.092
C 1.284 1.147 -2.634
N 1.045 2.393 -2.452
C -0.022 2.913 -1.753
C 0.061 4.280 -1.450
C -1.000 4.926 -0.864
C -2.160 4.202 -0.582
C -2.169 2.861 -0.864
N -1.130 2.201 -1.417
C 2.349 0.677 -3.535
C 3.285 1.377 -4.273
C 4.156 0.625 -5.053
C 4.077 -0.768 -5.094
C 3.124 -1.460 -4.356
C 2.271 -0.703 -3.575
H -3.439 -4.184 -0.158
H -1.512 -5.696 -0.709
H 0.462 -4.716 -1.881
H -3.244 -1.794 -0.721
H 0.973 4.791 -1.720
H -0.942 5.981 -0.634
H -3.028 4.669 -0.138
H -3.041 2.261 -0.617
H 3.331 2.456 -4.235
H 4.910 1.128 -5.644
H 4.771 -1.318 -5.715
H 3.047 -2.538 -4.381
C -0.129 -4.568 2.734
C 0.833 -4.037 1.885
C 0.783 -2.696 1.539
C -0.211 -1.851 2.048
C -1.166 -2.406 2.904
C -1.130 -3.752 3.240
Si -0.178 -0.044 1.545
C 1.276 0.893 2.217
C 2.092 0.362 3.218
C 3.179 1.077 3.700
C 3.461 2.336 3.192
C 2.660 2.883 2.197
C 1.581 2.163 1.713
C -1.854 0.751 1.865
C -2.026 2.033 2.400
C -3.279 2.624 2.444
C -4.388 1.969 1.922
C -4.246 0.702 1.377
C -2.991 0.101 1.356
H -0.092 -5.614 3.008
H 1.621 -4.669 1.495
H 1.540 -2.293 0.872
H -1.942 -1.778 3.329
H -1.873 -4.162 3.912
H 1.876 -0.620 3.624
H 3.804 0.655 4.475
H 4.309 2.894 3.569
H 2.884 3.863 1.798
H 0.966 2.594 0.927
H -1.168 2.565 2.795
H -3.396 3.605 2.887
H -5.363 2.436 1.959
H -5.112 0.174 1.000
H -2.905 -0.930 1.027
```

## Properties
frontier orbital gap (spin up / spin down)	0.2561 / 0.2475	Eh
2S+1	2
<S²>	0.775
charge	+1
LUMO (spin up / spin down)	-0.131 / -0.131	Eh
energy relative to the best compared isomer or geometry (same formula, charge and spin)	0.000	eV

| no. | DFT total energy (hartree) |
| --- | --- |
| 1 | -3521.687164 |
| 2 | -1988.147838 |
| 3 | -2800.688308 |